Record 1
{
  "formula": "C4H12O5PPb",
  "method": "the ωB97M-V functional and the def2-TZVPD basis",
  "symbols": ["O", "O", "H", "O", "C", "O", "Pb", "H", "O", "H", "H", "H", "H", "H", "C", "H", "H", "H", "H", "C", "C", "P", "H"],
  "coordinates": [[-3.4607, -10.9649, 9.6627], [-5.9385, -10.5624, 8.9148], [-4.2723, -10.0500, 12.8482], [-4.3500, -8.4208, 8.9932], [-7.1700, -9.8082, 8.7975], [2.0088, -10.7255, 15.9469], [1.3334, -15.7451, 16.0902], [2.5082, -8.8206, 15.4850], [-5.0892, -9.6452, 11.1335], [-7.0173, -9.0749, 8.0057], [-3.2237, -9.0389, 12.0307], [-7.9439, -10.5196, 8.5094], [-1.8288, -11.5356, 10.7699], [-7.4686, -9.4178, 9.7705], [-2.1459, -10.7580, 10.0750], [1.2922, -8.9676, 16.8384], [-1.6100, -10.9123, 9.1385], [-4.7062, -8.3672, 12.8320], [2.9076, -9.2015, 17.1774], [-4.2908, -9.1635, 12.2143], [2.1921, -9.3689, 16.3724], [-4.6592, -9.8128, 9.5739], [-1.8976, -9.7487, 10.4033]],
  "mulliken_charge": [-0.32, -0.31, 0.28, -0.66, -0.60, -0.44, 1.19, 0.22, -0.29, 0.29, 0.23, 0.24, 0.23, 0.28, -0.70, 0.23, 0.28, 0.28, 0.24, -0.63, -0.43, 1.06, 0.37],
  "e_homo_ev": -11.07,
  "orbital_gap_ev": 2.70,
  "e_tot_ev": -29102.2194,
  "charge": 1,
  "lumo_energy_ev": -8.377,
  "multiplicity": 1
}

Record 2
{
  "formula": "C4H12OS",
  "method": "the ωB97M-V functional and the def2-TZVPD basis",
  "symbols": ["C", "H", "H", "C", "C", "H", "H", "S", "H", "H", "H", "H", "H", "H", "C", "H", "O", "H"],
  "coordinates": [[-2.5015, -0.2031, -1.6450], [-1.8632, -0.5229, 0.3663], [-0.1130, 0.8723, -1.6780], [-1.3960, -0.4067, -0.6109], [-0.3446, 0.7014, -0.6427], [-2.2727, -0.4628, -2.6909], [-0.8258, -1.3205, -0.7987], [2.1535, 1.5663, 0.1399], [1.3498, 2.6314, 0.2934], [-0.5510, -2.5415, 2.9213], [-0.1967, -3.7717, 2.1051], [1.3236, -0.5128, -0.2873], [-2.6719, 0.8703, -1.7123], [-0.7166, 1.6663, -0.2815], [0.8540, 0.3146, 0.2360], [-3.3364, -0.8842, -1.4848], [-0.5585, -2.8729, 2.0003], [0.5066, 0.0488, 1.2232]],
  "mulliken_spin": [-0.07, -0.22, -0.01, 0.71, 0.00, -0.02, 0.08, 0.20, -0.01, -0.29, -0.21, -0.09, -0.01, 0.01, 0.34, -0.04, 0.90, -0.27],
  "s_squared": 0.75,
  "e_homo_ev": [1.00, -6.20],
  "orbital_gap_ev": [2.00, 9.25],
  "relative_energy_kcal_mol": 0.0,
  "e_tot_ev": -17224.0208,
  "charge": -1,
  "lumo_energy_ev": [3.007, 3.047],
  "multiplicity": 2
}

Record 3
{
  "formula": "C4H12OS",
  "method": "the ωB97M-V functional and the def2-TZVPD basis",
  "symbols": ["H", "H", "O", "H", "H", "C", "H", "H", "H", "H", "H", "H", "C", "H", "H", "S", "C", "C"],
  "coordinates": [[-1.3350, -3.8219, -0.6253], [-1.3827, 0.7944, 0.2600], [1.5202, -2.2232, -0.7718], [-1.2443, -2.8109, -2.0749], [-1.0805, 2.9031, -0.8877], [0.6857, -3.2947, -1.1892], [2.1575, -2.1073, -1.4733], [-1.2300, 0.3974, 1.9456], [0.0385, -0.0043, 0.7419], [1.0461, -3.6190, -2.1676], [0.8822, -4.1541, -0.5542], [-1.9658, 3.3552, 0.5833], [-0.8002, -2.9986, -1.0929], [-0.4980, 4.2860, -0.0089], [-0.9556, -2.0862, -0.5483], [0.1797, 2.3256, 1.0629], [-0.6792, 0.7388, 1.0915], [-0.9939, 3.3219, 0.1008]],
  "mulliken_charge": [0.31, 0.24, -0.50, 0.26, 0.31, -0.20, 0.30, 0.40, 0.17, 0.33, 0.20, 0.29, -0.74, 0.29, 0.06, -0.11, -0.74, -0.86],
  "e_homo_ev": -8.36,
  "orbital_gap_ev": 9.25,
  "relative_energy_kcal_mol": 25.0,
  "e_tot_ev": -17224.4588,
  "lumo_energy_ev": 0.898,
  "multiplicity": 1
}

Record 4
{
  "formula": "C4H12OS",
  "method": "the ωB97M-V functional and the def2-TZVPD basis",
  "symbols": ["S", "C", "H", "H", "H", "H", "H", "H", "C", "H", "H", "H", "C", "C", "H", "H", "O", "H"],
  "coordinates": [[2.0281, 1.1016, 0.2175], [1.0081, -0.2654, 0.8086], [-0.0971, 0.4522, -3.3005], [1.1096, -1.1606, 0.1700], [-1.2981, -1.4060, -0.6947], [1.1828, 2.0173, -0.2765], [-3.0066, -0.6091, 1.7159], [-3.5188, -1.4570, 0.2231], [-1.3849, -1.2141, 0.3984], [-0.7812, 0.5897, 1.6792], [1.2162, -0.5279, 1.8699], [-0.6971, 0.7980, -0.0902], [-0.5008, 0.0640, 0.7465], [-2.8033, -0.7330, 0.6231], [-2.9221, 0.1774, 0.1064], [-0.7735, -0.5686, -2.3025], [0.0644, -0.1346, -2.4826], [-0.9861, -2.0483, 0.9837]],
  "mulliken_charge": [-0.25, -0.54, 0.31, 0.33, 0.10, 0.10, 0.31, 0.36, -0.33, 0.47, 0.38, 0.34, -0.76, -1.26, 0.35, 0.30, -0.58, 0.38],
  "e_homo_ev": -8.68,
  "orbital_gap_ev": 9.32,
  "relative_energy_kcal_mol": 20.9,
  "e_tot_ev": -17224.6373,
  "lumo_energy_ev": 0.641,
  "multiplicity": 1
}

Record 5
{
  "formula": "C4H12OS2",
  "method": "the ωB97M-V functional and the def2-TZVPD basis",
  "symbols": ["H", "H", "H", "C", "S", "H", "H", "H", "H", "H", "C", "S", "H", "C", "H", "H", "C", "H", "O"],
  "coordinates": [[1.2712, 0.6991, -1.8646], [0.0161, 2.7920, 2.8308], [1.9408, -2.1674, -1.9841], [-2.6821, -0.6946, -0.8343], [-0.4372, 0.4499, 0.4883], [-3.1365, 0.3519, -0.8187], [1.0145, -1.0969, -2.9890], [-2.5522, -0.6171, 1.2688], [2.7884, -1.1256, -3.1217], [-3.2624, -1.5418, -1.2369], [-1.8503, -0.7463, 0.4039], [1.2982, -0.5158, 0.1772], [-1.9349, -0.7580, -1.6812], [1.9988, 0.0111, -1.4158], [-0.5983, 1.5106, 2.9226], [2.9707, 0.5176, -1.3946], [1.9398, -1.1679, -2.4406], [-1.4685, -1.7807, 0.4321], [-0.8801, 2.4382, 2.9386]],
  "mulliken_charge": [0.23, 0.31, 0.29, -0.87, -0.14, 0.24, 0.27, 0.28, 0.32, 0.36, -0.40, -0.10, 0.15, -0.41, 0.31, 0.41, -0.97, 0.34, -0.62],
  "e_homo_ev": -8.61,
  "orbital_gap_ev": 9.36,
  "relative_energy_kcal_mol": 27.8,
  "e_tot_ev": -28059.6590,
  "lumo_energy_ev": 0.746,
  "multiplicity": 1
}

Record 6
{
  "formula": "C4H12OS2",
  "method": "the ωB97M-V functional and the def2-TZVPD basis",
  "symbols": ["H", "S", "H", "H", "H", "H", "H", "C", "H", "C", "H", "H", "H", "S", "O", "H", "C", "C", "H"],
  "coordinates": [[-1.5289, -0.4323, -3.9820], [0.7490, 0.7430, -1.5021], [-1.0609, 0.0570, 4.1467], [-0.3365, 0.8989, -4.1063], [2.6814, -0.8319, 0.7366], [-1.6984, 0.5853, -1.8291], [-2.4937, -0.3160, 4.6289], [-0.7832, 0.0130, -2.0750], [2.3147, -1.7212, 2.2479], [0.2696, 0.9326, 0.3175], [2.5083, 0.0595, 2.2809], [-0.9180, -1.0174, -1.6934], [0.9644, 1.6659, 0.7703], [0.3364, -0.6139, 1.3438], [-2.0124, 0.2397, 3.9749], [-0.7560, 1.3386, 0.4108], [2.1264, -0.7892, 1.6889], [-0.5803, -0.0389, -3.5794], [0.2182, -0.7730, -3.7798]],
  "mulliken_charge": [0.34, -0.10, 0.32, 0.34, 0.26, 0.33, 0.31, -0.25, 0.32, -0.65, 0.26, 0.27, 0.36, -0.06, -0.63, 0.31, -0.79, -1.28, 0.35],
  "e_homo_ev": -8.46,
  "orbital_gap_ev": 9.15,
  "relative_energy_kcal_mol": 15.6,
  "e_tot_ev": -28060.1882,
  "lumo_energy_ev": 0.695,
  "multiplicity": 1
}

no.,strongest force on any atom (eV/Å)
1,4.172
2,1.853
3,1.851
4,2.693
5,3.627
6,2.415